Entry from OMol25: one molecule with the formula C2H9N5S in a non-equilibrium geometry (wB97M-V/def2-TZVPD).

Cartesian coordinates (Å):
C1 -0.09 1.37 2.58
S1 -1.31 1.61 1.27
N1 -0.46 1.10 -0.08
C2 -0.16 -0.21 -0.37
N2 -0.47 -1.16 0.45
N3 -0.12 -2.45 -0.10
N4 0.53 -0.42 -1.56
N5 0.45 0.58 -2.53
H1 0.77 1.98 2.42
H2 -0.57 1.67 3.51
H3 0.17 0.34 2.62
H4 -0.09 1.80 -0.72
H5 0.73 -2.74 0.36
H6 -0.84 -3.07 0.22
H7 0.44 -1.39 -1.83
H8 1.29 0.61 -3.02
H9 -0.28 0.36 -3.21

Properties
M = 135.2 g/mol
SMILES = CSN/C(=N/N)NN
energy relative to the best compared isomer or geometry (same formula, charge and spin) = 0.0 kJ/mol
Kohn-Sham gap = 9.04 eV
E_HOMO = -8.12 eV
E = -20503.89678 eV

***

Entry from OMol25: a 2-piece molecular cluster, C2H5NOS overall in a non-equilibrium geometry (wB97M-V/def2-TZVPD).

Cartesian coordinates (Å):
C1 0.81 0.02 -0.11
C2 -1.53 -0.02 0.23
N1 -0.25 0.72 -0.14
O1 3.34 -0.78 -0.24
S1 2.46 0.25 0.38
H1 0.66 -1.45 -1.13
H2 -1.63 -0.44 1.21
H3 -2.33 0.70 0.13
H4 -1.42 -0.67 -0.58
H5 -0.10 1.65 0.25

Properties
M = 91.1 g/mol
energy relative to the best compared isomer or geometry (same formula, charge and spin) = 531.1 kJ/mol
Kohn-Sham gap (alpha / beta) = 7.88 / 7.88 eV
E_HOMO (alpha / beta) = -8.02 / -8.02 eV
E = -16522.87734 eV

***

Entry from OMol25: a 3-piece molecular cluster, C19H26F5NO7 overall in a non-equilibrium geometry (wB97M-V/def2-TZVPD).

Cartesian coordinates (Å):
C1 2.07 3.88 0.04
C2 1.11 3.05 -0.92
N1 -0.26 2.99 -0.36
O1 -1.22 3.55 -1.19
C3 -1.07 4.94 -1.29
O2 -0.75 5.63 -0.37
O3 -1.36 5.47 -2.55
C4 -2.51 6.27 -2.54
F1 -2.88 6.42 -3.88
F2 -2.26 7.56 -2.09
C5 -3.73 5.68 -1.79
C6 -4.59 6.64 -1.06
C7 -5.78 6.14 -0.38
C8 -6.17 4.72 -0.39
C9 -5.31 3.76 -1.10
C10 -5.60 2.24 -1.14
F3 -6.80 1.91 -1.70
F4 -4.59 1.52 -1.76
F5 -5.61 1.78 0.17
C11 -4.13 4.29 -1.79
H1 1.56 4.22 0.98
H2 2.95 3.26 0.35
H3 2.36 4.80 -0.53
H4 1.14 3.43 -1.98
H5 1.47 1.96 -1.00
H6 -0.32 3.33 0.59
H7 -4.38 7.73 -1.01
H8 -6.44 6.84 0.17
H9 -7.09 4.34 0.11
H10 -3.50 3.55 -2.35
C12 2.46 -3.08 0.28
C13 3.38 -2.52 -0.77
O4 3.03 -1.16 -1.10
C14 3.46 -0.09 -0.43
C15 4.11 -0.28 0.92
O5 3.26 1.02 -0.87
H11 2.53 -2.52 1.22
H12 2.70 -4.13 0.49
H13 1.42 -3.01 -0.05
H14 4.44 -2.59 -0.49
H15 3.27 -3.09 -1.69
H16 3.34 -0.19 1.69
H17 4.85 0.51 1.06
H18 4.63 -1.22 1.03
C16 2.12 -8.23 3.79
C17 1.19 -7.32 3.01
O6 1.92 -6.51 2.08
C18 2.25 -6.91 0.84
C19 2.13 -8.37 0.47
O7 2.71 -6.12 0.05
H19 2.63 -8.94 3.13
H20 1.57 -8.80 4.54
H21 2.90 -7.65 4.29
H22 0.39 -7.87 2.52
H23 0.71 -6.63 3.70
H24 3.08 -8.86 0.65
H25 1.88 -8.44 -0.59
H26 1.33 -8.89 1.01

Properties
M = 475.4 g/mol
SMILES = CCNOC(=O)OC(F)(F)c1cccc(C(F)(F)F)c1.CCOC(C)=O.CCOC(C)=O
Kohn-Sham gap = 9.03 eV
E_HOMO = -8.93 eV
E = -49532.12390 eV

***

Entry from OMol25: C26H23N3OSTa as an isolated structure in a non-equilibrium geometry (wB97M-V/def2-TZVPD).

Cartesian coordinates (Å):
Ta1 -1.60 -0.01 -0.51
O1 -1.86 0.34 1.21
C1 -1.96 1.31 2.21
C2 -1.97 0.95 3.53
C3 -2.02 1.97 4.48
C4 -2.07 3.30 4.08
C5 -2.08 3.63 2.73
C6 -2.02 2.63 1.76
C7 -2.03 2.93 0.32
N1 -1.98 2.04 -0.72
C8 -2.03 2.80 -1.91
C9 -2.12 4.10 -1.58
N2 -2.12 4.15 -0.20
H1 -1.93 -0.09 3.81
H2 -2.02 1.72 5.53
H3 -2.11 4.09 4.82
H4 -2.13 4.68 2.46
H5 -2.02 2.35 -2.89
H6 -2.20 4.98 -2.20
H7 -2.19 5.00 0.34
C10 3.84 1.27 -0.75
C11 4.38 -0.16 -0.78
C12 5.28 -0.37 0.45
C13 5.21 -0.34 -2.06
C14 3.27 -1.19 -0.77
C15 3.59 -2.57 -0.77
C16 2.65 -3.57 -0.78
C17 1.31 -3.19 -0.79
S1 -0.13 -4.19 -0.79
C18 -1.11 -2.84 -0.77
N3 -0.43 -1.67 -0.77
C19 0.97 -1.85 -0.78
C20 1.92 -0.84 -0.78
C21 -2.56 -2.74 -0.77
C22 -3.43 -3.81 -0.81
C23 -4.80 -3.59 -0.81
C24 -5.32 -2.30 -0.76
C25 -4.47 -1.20 -0.70
C26 -3.09 -1.42 -0.72
H8 4.68 1.97 -0.75
H9 3.26 1.47 0.16
H10 3.23 1.50 -1.63
H11 6.07 0.37 0.46
H12 5.75 -1.36 0.45
H13 4.71 -0.27 1.38
H14 6.02 0.39 -2.08
H15 4.60 -0.19 -2.95
H16 5.66 -1.33 -2.12
H17 4.64 -2.85 -0.77
H18 2.94 -4.61 -0.79
H19 1.63 0.21 -0.79
H20 -3.04 -4.82 -0.85
H21 -5.48 -4.43 -0.84
H22 -6.39 -2.15 -0.77
H23 -4.90 -0.20 -0.66

Properties
M = 606.5 g/mol
charge = +3
energy relative to the best compared isomer or geometry (same formula, charge and spin) = 39.2 kJ/mol
Kohn-Sham gap = 5.56 eV
E_HOMO = -17.15 eV
E = -46213.95567 eV

***

Entry from OMol25: C29H36N4OPPd as an isolated structure in a non-equilibrium geometry (wB97M-V/def2-TZVPD).

Cartesian coordinates (Å):
Pd1 -0.23 0.26 -0.29
C1 -1.39 -2.13 -1.80
N1 -0.76 -0.92 -2.37
C2 -1.63 -0.19 -3.28
C3 0.48 -1.29 -3.01
C4 0.50 -2.17 -4.08
C5 1.71 -2.62 -4.60
C6 2.90 -2.22 -4.02
C7 2.90 -1.31 -2.99
C8 1.69 -0.75 -2.51
N2 1.61 0.27 -1.63
C9 2.65 1.06 -1.29
C10 3.78 1.29 -2.11
C11 4.90 1.90 -1.61
C12 4.94 2.30 -0.28
C13 3.80 2.21 0.51
C14 2.63 1.69 -0.01
N3 1.37 1.86 0.63
C15 0.71 3.05 0.08
C16 1.36 1.80 2.08
H1 -1.64 -2.87 -2.57
H2 -2.30 -1.85 -1.27
H3 -0.69 -2.59 -1.10
H4 -1.97 -0.80 -4.13
H5 -1.08 0.67 -3.68
H6 -2.51 0.17 -2.75
H7 -0.43 -2.53 -4.50
H8 1.71 -3.34 -5.41
H9 3.84 -2.62 -4.38
H10 3.84 -1.06 -2.50
H11 3.72 1.02 -3.15
H12 5.75 2.07 -2.26
H13 5.83 2.76 0.11
H14 3.84 2.60 1.52
H15 1.36 3.93 0.16
H16 -0.20 3.25 0.64
H17 0.49 2.89 -0.98
H18 1.74 2.72 2.55
H19 1.97 0.95 2.40
H20 0.34 1.64 2.43
O1 1.02 -1.00 0.96
N4 0.86 -2.33 1.15
C17 2.07 -3.05 1.22
C18 2.36 -3.84 2.29
C19 1.42 -4.03 3.32
C20 0.16 -3.43 3.18
C21 -0.13 -2.64 2.12
H21 2.75 -2.86 0.41
H22 3.30 -4.35 2.32
H23 1.64 -4.68 4.15
H24 -0.60 -3.61 3.92
H25 -1.07 -2.14 1.95
C22 -3.96 -0.03 -0.19
P1 -2.47 0.96 0.28
C23 -2.85 2.53 -0.60
C24 -2.97 1.28 2.01
C25 -3.44 2.52 2.46
C26 -4.07 2.61 3.69
C27 -4.22 1.49 4.49
C28 -3.68 0.28 4.08
C29 -3.05 0.18 2.86
H26 -3.92 -1.04 0.22
H27 -4.08 -0.08 -1.27
H28 -4.83 0.48 0.23
H29 -3.91 2.75 -0.53
H30 -2.57 2.45 -1.65
H31 -2.29 3.36 -0.16
H32 -3.36 3.40 1.84
H33 -4.47 3.56 4.01
H34 -4.74 1.56 5.43
H35 -3.78 -0.59 4.71
H36 -2.65 -0.77 2.53

Properties
M = 594.0 g/mol
charge = +2
energy relative to the best compared isomer or geometry (same formula, charge and spin) = 347.6 kJ/mol
Kohn-Sham gap (alpha / beta) = 5.65 / 6.13 eV
E_HOMO (alpha / beta) = -13.09 / -13.62 eV
E = -51415.53310 eV
<S²> = 0.8285
spin multiplicity = 2

***

Entry from OMol25: a 2-piece molecular cluster, C4H13N2O2 overall (wB97M-V/def2-TZVPD).

Cartesian coordinates (Å):
N1 -1.92 -2.69 -0.27
C1 -0.86 -1.87 -0.39
O1 -0.95 -0.91 -1.38
O2 0.12 -1.89 0.31
H1 -2.74 -2.62 -0.85
H2 -1.90 -3.39 0.45
H3 -1.52 -1.22 -2.10
C2 1.49 2.15 1.72
C3 0.57 1.62 0.64
C4 0.12 2.69 -0.34
N2 1.31 0.56 -0.13
H4 1.79 1.36 2.42
H5 2.39 2.61 1.31
H6 0.99 2.91 2.30
H7 -0.27 1.10 1.09
H8 0.99 3.15 -0.80
H9 -0.42 3.47 0.18
H10 -0.52 2.27 -1.12
H11 1.59 -0.22 0.47
H12 0.73 0.12 -0.86
H13 2.15 0.95 -0.57

Properties
M = 121.2 g/mol
charge = +1
energy relative to the best compared isomer or geometry (same formula, charge and spin) = 14.6 kJ/mol
Kohn-Sham gap = 11.71 eV
E_HOMO = -14.57 eV
E = -11429.32305 eV

***

Entry from OMol25: AsF6H24O12 as an isolated structure in a non-equilibrium geometry (wB97M-V/def2-TZVPD).

Cartesian coordinates (Å):
As1 -19.45 4.06 1.05
F1 -18.71 3.73 2.58
F2 -17.88 4.09 0.25
F3 -20.16 4.40 -0.48
F4 -21.02 4.11 1.78
F5 -19.26 5.76 1.30
F6 -19.48 2.37 0.70
O1 -16.04 2.23 0.81
H1 -16.68 2.95 0.62
H2 -15.74 1.93 -0.05
O2 -19.46 5.42 5.05
H3 -19.49 6.32 4.73
H4 -19.07 4.93 4.31
O3 -15.84 3.78 3.43
H5 -16.27 3.51 2.60
H6 -14.96 3.42 3.36
O4 -16.13 6.39 1.62
H7 -16.87 6.22 2.22
H8 -15.49 5.71 1.86
O5 -21.67 7.17 2.62
H9 -21.70 6.30 2.20
H10 -22.55 7.32 2.96
O6 -21.50 0.34 2.05
H11 -20.54 0.39 2.08
H12 -21.79 1.26 2.06
O7 -20.59 5.86 -3.07
H13 -19.70 5.88 -3.42
H14 -20.48 5.45 -2.20
O8 -20.43 -0.93 -0.50
H15 -21.13 -0.38 -0.12
H16 -19.62 -0.59 -0.11
O9 -19.03 8.21 -0.72
H17 -19.27 7.42 -0.23
H18 -18.54 8.73 -0.09
O10 -19.13 1.81 -2.15
H19 -18.95 1.87 -1.21
H20 -18.86 0.93 -2.40
O11 -17.98 -0.27 0.74
H21 -17.83 -0.08 1.67
H22 -17.15 -0.04 0.31
O12 -23.40 4.73 0.00
H23 -24.08 4.41 0.59
H24 -22.59 4.71 0.53

Properties
M = 405.1 g/mol
charge = -1
energy relative to the best compared isomer or geometry (same formula, charge and spin) = 75.7 kJ/mol
Kohn-Sham gap = 10.39 eV
E_HOMO = -8.14 eV
E = -102110.68049 eV

***

Entry from OMol25: one molecule with the formula C18H23FN6O4 (wB97M-V/def2-TZVPD).

Cartesian coordinates (Å):
C1 -3.17 0.31 -1.33
C2 -2.86 1.56 -0.57
N1 -2.64 2.73 -1.10
C3 -2.44 3.59 -0.05
C4 -2.55 2.92 1.13
N2 -2.82 1.62 0.79
C5 -2.94 0.51 1.74
C6 -4.19 0.61 2.58
C7 -1.66 0.53 2.61
O1 -1.67 0.96 3.75
N3 -0.56 0.11 1.96
C8 0.78 0.41 2.45
C9 1.69 0.87 1.31
C10 1.14 2.12 0.60
C11 1.42 2.08 -0.90
C12 0.75 0.88 -1.55
N4 0.80 -0.30 -0.63
C13 0.57 -1.52 -1.26
O2 -0.54 -1.92 -1.54
C14 1.76 -2.40 -1.56
N5 2.78 -1.79 -2.20
C15 3.79 -2.57 -2.53
O3 4.80 -1.98 -3.18
N6 3.91 -3.87 -2.28
C16 2.92 -4.45 -1.64
O4 2.99 -5.75 -1.35
C17 1.78 -3.73 -1.26
F1 0.80 -4.34 -0.60
C18 1.95 -0.24 0.28
H1 -3.20 0.57 -2.39
H2 -2.41 -0.46 -1.19
H3 -4.14 -0.10 -1.05
H4 -2.23 4.64 -0.20
H5 -2.45 3.23 2.16
H6 -2.94 -0.41 1.15
H7 -4.26 -0.24 3.26
H8 -4.17 1.52 3.18
H9 -5.07 0.63 1.93
H10 -0.63 -0.15 0.99
H11 0.69 1.19 3.20
H12 1.21 -0.47 2.94
H13 2.66 1.10 1.77
H14 0.06 2.19 0.75
H15 1.57 3.02 1.04
H16 1.04 2.99 -1.38
H17 2.50 2.06 -1.08
H18 -0.30 1.10 -1.76
H19 1.25 0.63 -2.49
H20 5.46 -2.65 -3.36
H21 3.84 -6.08 -1.69
H22 2.89 -0.07 -0.26
H23 2.04 -1.20 0.79

Properties
M = 406.4 g/mol
SMILES = Cc1nccn1[C@H](C)C(=O)NC[C@@H]1CCCN(C(=O)c2nc(O)nc(O)c2F)C1
energy relative to the best compared isomer or geometry (same formula, charge and spin) = 65.6 kJ/mol
Kohn-Sham gap = 8.21 eV
E_HOMO = -8.46 eV
E = -38888.89463 eV

***

Entry from OMol25: C39H43ClP2Si2Sn as an isolated structure in a non-equilibrium geometry (wB97M-V/def2-TZVPD).

Cartesian coordinates (Å):
C1 -1.25 -0.41 1.76
C2 -1.72 0.15 0.41
C3 -1.96 -0.96 -0.46
H1 -2.18 1.13 0.34
C4 -1.36 -2.12 0.12
C5 -0.82 -1.78 1.36
H2 -0.28 -2.43 2.05
H3 -2.08 -0.42 2.49
H4 -2.55 -0.94 -1.38
H5 -1.34 -3.10 -0.36
Sn1 0.36 0.05 -0.68
Si1 0.70 0.18 -3.50
C6 -0.17 1.74 -3.98
C7 0.43 2.70 -4.82
H6 1.44 2.53 -5.19
C8 -0.26 3.85 -5.19
H7 0.20 4.55 -5.89
C9 -1.55 4.08 -4.70
H8 -2.08 4.99 -4.97
C10 -2.15 3.17 -3.82
H9 -3.13 3.37 -3.40
C11 -1.47 2.00 -3.48
H10 -1.95 1.29 -2.79
C12 -0.04 -1.41 -4.08
C13 -1.16 -1.46 -4.95
H11 -1.53 -0.54 -5.40
C14 -1.80 -2.67 -5.20
H12 -2.68 -2.69 -5.85
C15 -1.32 -3.86 -4.63
H13 -1.82 -4.80 -4.82
C16 -0.19 -3.83 -3.81
H14 0.19 -4.75 -3.34
C17 0.45 -2.62 -3.56
H15 1.35 -2.61 -2.93
H16 2.16 0.21 -3.28
Si2 2.61 0.42 -7.66
C18 1.84 -1.19 -8.09
C19 1.01 -1.25 -9.22
H17 0.77 -0.34 -9.77
C20 0.48 -2.47 -9.65
H18 -0.17 -2.50 -10.53
C21 0.78 -3.64 -8.95
H19 0.36 -4.59 -9.28
C22 1.62 -3.59 -7.83
H20 1.86 -4.51 -7.29
C23 2.15 -2.37 -7.40
H21 2.79 -2.34 -6.53
C24 1.47 1.77 -8.22
C25 0.11 1.80 -7.90
H22 -0.32 1.07 -7.22
C26 -0.72 2.79 -8.44
H23 -1.77 2.84 -8.15
C27 -0.19 3.73 -9.34
H24 -0.84 4.50 -9.76
C28 1.17 3.69 -9.68
H25 1.58 4.42 -10.38
C29 1.99 2.73 -9.10
H26 3.05 2.70 -9.34
H27 3.91 0.54 -8.37
Cl1 3.20 0.51 -5.68
C30 3.23 1.72 -0.24
P1 2.62 1.87 1.46
C31 3.81 2.77 2.50
C32 2.65 0.19 2.14
C33 3.77 -0.64 1.99
C34 3.92 -1.76 2.81
C35 2.94 -2.05 3.75
C36 1.75 -1.31 3.81
C37 1.56 -0.21 2.96
P2 -0.07 0.57 2.83
C38 -0.74 0.50 4.51
C39 -0.13 2.28 2.34
H28 4.00 2.47 -0.46
H29 2.39 1.86 -0.94
H30 3.65 0.71 -0.39
H31 3.37 2.82 3.51
H32 4.76 2.24 2.57
H33 4.01 3.79 2.15
H34 4.51 -0.42 1.22
H35 4.81 -2.38 2.71
H36 3.08 -2.89 4.43
H37 0.98 -1.60 4.52
H38 0.10 0.63 5.21
H39 -1.46 1.32 4.66
H40 -1.23 -0.46 4.72
H41 -0.08 2.87 3.27
H42 0.70 2.61 1.66
H43 -1.09 2.51 1.85

Properties
M = 784.1 g/mol
charge = +2
energy relative to the best compared isomer or geometry (same formula, charge and spin) = 59.9 kJ/mol
Kohn-Sham gap = 5.77 eV
E_HOMO = -12.68 eV
E = -93812.49412 eV

***

Entry from OMol25: C20H12F12NO2RuSe4 as an isolated structure in a non-equilibrium geometry (wB97M-V/def2-TZVPD).

Cartesian coordinates (Å):
Ru1 0.62 -2.17 -0.52
C1 -5.00 1.50 1.98
C2 -3.70 0.98 1.42
C3 -2.93 1.73 0.54
C4 -1.72 1.25 0.08
C5 -1.18 0.01 0.49
N1 0.06 -0.35 0.02
C6 0.98 0.66 -0.27
C7 1.23 1.65 0.69
C8 2.10 2.69 0.47
C9 2.77 2.81 -0.74
C10 3.73 3.94 -0.99
C11 2.56 1.83 -1.69
C12 1.70 0.75 -1.48
C13 1.55 -0.29 -2.62
O1 0.62 -1.27 -2.45
C14 1.13 0.44 -3.94
F1 0.20 1.39 -3.70
F2 0.59 -0.41 -4.82
F3 2.15 1.06 -4.60
C15 2.95 -0.95 -2.86
F4 3.33 -1.61 -1.76
F5 2.90 -1.84 -3.88
F6 3.97 -0.10 -3.16
C16 -2.02 -0.79 1.31
C17 -3.23 -0.27 1.76
C18 -1.57 -2.18 1.79
O2 -0.79 -2.91 0.95
C19 -0.90 -1.92 3.19
F7 -1.75 -1.35 4.09
F8 -0.43 -3.04 3.76
F9 0.12 -1.05 3.07
C20 -2.80 -3.13 2.04
F10 -3.66 -3.08 1.00
F11 -3.55 -2.88 3.16
F12 -2.41 -4.40 2.15
H1 -4.97 2.59 2.08
H2 -5.84 1.25 1.33
H3 -5.20 1.08 2.96
H4 -3.29 2.70 0.20
H5 -1.15 1.84 -0.62
H6 0.71 1.56 1.64
H7 2.27 3.42 1.26
H8 3.44 4.83 -0.43
H9 4.74 3.67 -0.69
H10 3.75 4.20 -2.05
H11 3.09 1.91 -2.63
H12 -3.84 -0.86 2.44
Se1 0.94 -4.13 -1.69
Se2 1.44 -6.29 -1.39
Se3 2.26 -2.91 1.37
Se4 4.01 -1.57 1.73

Properties
M = 943.2 g/mol
charge = -2
Kohn-Sham gap (alpha / beta) = 5.76 / 5.57 eV
E_HOMO (alpha / beta) = -1.32 / -1.69 eV
E = -323100.44110 eV
<S²> = 8.7845
spin multiplicity = 6

***

Entry from OMol25: one molecule with the formula C4H4O4 in a non-equilibrium geometry (wB97M-V/def2-TZVPD).

Cartesian coordinates (Å):
O1 1.68 -1.78 0.03
C1 1.00 -0.89 -0.08
C2 1.10 0.47 -0.27
C3 -0.28 0.98 0.31
O2 -1.42 0.59 -0.33
C4 -1.55 -0.87 -0.21
O3 -2.61 -1.46 0.03
O4 -0.30 -1.36 -0.05
H1 1.96 0.94 0.26
H2 1.22 0.66 -1.44
H3 -0.25 0.53 1.38
H4 -0.55 2.20 0.38

Properties
M = 116.1 g/mol
SMILES = O=C1CCOC(=O)O1
energy relative to the best compared isomer or geometry (same formula, charge and spin) = 263.4 kJ/mol
Kohn-Sham gap = 11.58 eV
E_HOMO = -11.18 eV
E = -12400.57415 eV

***

Entry from OMol25: one molecule with the formula C7H12 in a non-equilibrium geometry (wB97M-V/def2-TZVPD).

Cartesian coordinates (Å):
C1 -2.57 0.25 0.11
C2 -1.25 -0.50 0.01
C3 -0.27 -0.03 -1.07
C4 0.91 0.07 0.05
C5 2.21 -0.66 -0.16
C6 2.21 0.84 0.11
C7 -0.10 -0.12 1.18
H1 -3.21 0.12 -0.78
H2 -2.36 1.32 0.21
H3 -3.08 -0.10 1.02
H4 -1.49 -1.58 -0.15
H5 -0.22 -0.68 -1.98
H6 -0.45 1.00 -1.36
H7 2.38 -1.05 -1.16
H8 2.62 -1.29 0.62
H9 2.45 1.55 -0.73
H10 2.47 1.00 1.28
H11 -0.32 0.81 1.76
H12 0.06 -0.95 1.87

Properties
M = 96.2 g/mol
SMILES = CC1CC2(CC2)C1
energy relative to the best compared isomer or geometry (same formula, charge and spin) = 214.9 kJ/mol
Kohn-Sham gap = 10.73 eV
E_HOMO = -9.58 eV
E = -7451.20375 eV